1.
64
Properties=species:S:1:pos:R:3 method="wB97M-V/def2-TZVPD" max_force_ev_per_a=0.45 total_charge=+1 e_tot_ha=-3557.3454 spin_multiplicity=3 s_squared=2.006
Ni -0.70 0.03 -0.46
N -2.24 0.81 0.97
C -2.42 0.87 2.44
C -2.26 -0.47 3.15
C -0.80 -0.92 3.31
C -0.36 -2.05 2.39
N -0.70 -1.80 0.98
H -2.23 1.76 0.61
H -3.08 0.40 0.57
H -3.41 1.29 2.67
H -1.68 1.56 2.84
H -2.86 -1.24 2.65
H -2.70 -0.35 4.14
H -0.62 -1.26 4.33
H -0.15 -0.06 3.15
H -0.83 -2.99 2.73
H 0.72 -2.19 2.47
H -1.71 -1.88 0.88
H -0.34 -2.57 0.42
N 3.34 0.32 0.61
C 3.42 0.33 2.02
C 4.45 -0.32 2.68
C 4.50 -0.30 4.07
C 3.50 0.33 4.80
C 2.45 0.94 4.14
C 2.42 0.96 2.75
S 1.16 1.82 1.85
N 1.06 0.82 0.47
C 2.15 0.36 -0.04
C 2.10 -0.05 -1.47
C 3.21 0.08 -2.29
C 3.04 -0.08 -3.66
C 1.78 -0.34 -4.15
C 0.73 -0.46 -3.26
N 0.88 -0.35 -1.94
H 4.11 -0.13 0.14
H 5.22 -0.82 2.11
H 5.32 -0.79 4.58
H 3.54 0.34 5.88
H 1.66 1.43 4.69
H 4.17 0.36 -1.89
H 3.88 0.03 -4.33
H 1.59 -0.43 -5.21
H -0.28 -0.64 -3.60
C -1.98 3.82 -3.24
C -0.83 3.88 -2.47
C -0.45 2.79 -1.68
C -1.21 1.62 -1.64
C -2.37 1.59 -2.42
C -2.75 2.67 -3.21
H -2.27 4.67 -3.85
H -0.21 4.78 -2.48
H 0.46 2.88 -1.10
H -3.00 0.71 -2.45
H -3.66 2.62 -3.81
I -5.13 -3.82 -3.18
C -3.35 -2.99 -2.54
C -2.08 -3.45 -2.80
N -1.24 -2.59 -2.17
N -1.89 -1.61 -1.53
C -3.17 -1.85 -1.75
H -1.73 -4.29 -3.37
H -0.23 -2.61 -2.17
H -3.94 -1.21 -1.34



2.
129
Properties=species:S:1:pos:R:3 method="wB97M-V/def2-TZVPD" max_force_ev_per_a=1.77 total_charge=-1 e_tot_ha=-6894.8484 spin_multiplicity=2 s_squared=0.774
Ti -0.40 0.19 0.19
C 6.19 -4.03 0.11
C 5.97 -2.93 0.92
C 4.73 -2.30 0.91
C 3.70 -2.75 0.08
C 3.94 -3.87 -0.73
C 5.17 -4.50 -0.72
P 2.12 -1.84 0.17
C 0.90 -3.18 -0.11
C 0.89 -4.28 0.75
C -0.12 -5.22 0.69
C -1.16 -5.08 -0.22
C -1.16 -3.99 -1.08
C -0.14 -3.05 -1.03
C 2.00 -0.90 -1.40
C 2.75 -1.18 -2.54
C 2.66 -0.35 -3.65
C 1.82 0.76 -3.61
C 1.06 1.02 -2.48
C 1.11 0.20 -1.35
H 7.14 -4.54 0.13
H 6.75 -2.57 1.57
H 4.54 -1.45 1.55
H 3.14 -4.25 -1.36
H 5.34 -5.36 -1.34
H 1.68 -4.39 1.49
H -0.11 -6.06 1.38
H -1.96 -5.80 -0.25
H -1.97 -3.87 -1.80
H -0.15 -2.22 -1.73
H 3.42 -2.02 -2.56
H 3.26 -0.55 -4.52
H 1.75 1.42 -4.47
H 0.43 1.90 -2.48
C -4.29 2.04 1.67
S -3.08 0.70 1.73
C -2.64 0.89 3.47
O -1.89 1.35 1.02
H -3.75 2.99 1.62
H -4.93 1.98 2.55
H -4.88 1.89 0.77
H -3.54 0.75 4.07
H -2.22 1.88 3.58
H -1.91 0.13 3.72
O -1.61 -1.41 1.39
C -0.58 -1.32 2.15
O 0.18 -0.27 1.91
C -0.22 -2.25 3.15
C 1.05 -2.19 3.79
C 1.41 -3.13 4.71
C 0.51 -4.17 5.05
C -0.75 -4.25 4.41
C -1.10 -3.32 3.48
N 0.86 -5.12 6.02
O 0.04 -6.00 6.32
O 1.98 -5.04 6.55
H 1.73 -1.40 3.52
H 2.38 -3.11 5.19
H -1.41 -5.07 4.68
H -2.05 -3.39 2.96
C 3.83 0.89 5.07
C 2.46 1.06 4.96
C 1.89 1.30 3.71
C 2.67 1.37 2.56
C 4.05 1.21 2.70
C 4.63 0.97 3.94
Ge 1.81 1.67 0.80
C 0.83 3.40 1.12
C -0.22 3.76 0.26
C -0.95 4.92 0.46
C -0.65 5.75 1.52
C 0.38 5.42 2.38
C 1.12 4.26 2.18
C 3.29 2.26 -0.39
C 3.30 3.53 -0.94
C 4.29 3.92 -1.84
C 5.29 3.02 -2.20
C 5.29 1.75 -1.66
C 4.30 1.37 -0.76
H 4.27 0.68 6.04
H 1.83 0.98 5.83
H 0.81 1.42 3.63
H 4.69 1.29 1.82
H 5.70 0.85 4.02
H -0.48 3.12 -0.57
H -1.76 5.17 -0.22
H -1.23 6.66 1.69
H 0.63 6.07 3.22
H 1.92 4.01 2.86
H 2.52 4.24 -0.67
H 4.28 4.92 -2.26
H 6.06 3.32 -2.90
H 6.07 1.04 -1.94
H 4.31 0.36 -0.36
O -1.51 0.14 -1.35
Si -2.79 0.56 -2.20
C -2.60 0.09 -4.02
C -3.13 0.87 -5.05
C -3.06 0.46 -6.38
C -2.44 -0.74 -6.70
C -1.90 -1.53 -5.69
C -1.98 -1.11 -4.37
C -4.35 -0.34 -1.64
C -4.28 -1.34 -0.67
C -5.41 -2.03 -0.27
C -6.64 -1.75 -0.85
C -6.72 -0.78 -1.84
C -5.59 -0.09 -2.23
C -3.13 2.43 -2.23
C -4.31 3.01 -1.74
C -4.54 4.37 -1.84
C -3.60 5.20 -2.44
C -2.43 4.65 -2.93
C -2.20 3.28 -2.83
H -3.61 1.81 -4.82
H -3.48 1.08 -7.16
H -2.38 -1.06 -7.73
H -1.41 -2.47 -5.93
H -1.54 -1.73 -3.59
H -3.32 -1.58 -0.22
H -5.34 -2.80 0.49
H -7.53 -2.28 -0.54
H -7.68 -0.57 -2.32
H -5.66 0.65 -3.03
H -5.07 2.38 -1.30
H -5.47 4.79 -1.46
H -3.78 6.26 -2.51
H -1.68 5.28 -3.40
H -1.29 2.87 -3.25



3.
23
Properties=species:S:1:pos:R:3 method="wB97M-V/def2-TZVPD" max_force_ev_per_a=1.28 total_charge=+1 e_tot_ha=-367.3028 spin_multiplicity=2 s_squared=0.757
C 3.13 0.55 -0.14
C 1.67 0.41 0.26
C 0.85 -0.34 -0.80
C -0.53 -0.71 -0.40
C -1.61 -0.14 -1.12
N -2.87 -0.34 -0.79
C -0.76 -1.52 0.80
H 3.24 1.17 -1.02
H 3.70 0.88 0.71
H 3.52 -0.41 -0.50
H 1.23 1.41 0.42
H 1.54 -0.01 1.26
H 0.74 0.34 -1.64
H 1.40 -1.17 -1.23
H -1.31 0.39 -2.01
H -3.05 -0.96 -0.01
H -3.56 0.39 -0.92
H 0.11 -2.15 1.01
H -1.58 -2.22 0.70
H -0.82 -0.92 1.71
H -1.16 1.84 0.62
H -2.22 1.39 1.65
O -1.64 2.12 1.42



4.
45
Properties=species:S:1:pos:R:3 method="wB97M-V/def2-TZVPD" max_force_ev_per_a=0.67 e_tot_ha=-905.1910 smiles="CCCCCCC(=O)c1c(C)[nH]c(C(=O)OCC)c1C"
C 6.74 2.61 -3.28
C 5.39 2.42 -2.59
C 5.50 1.48 -1.40
C 4.20 1.34 -0.61
C 3.10 0.62 -1.39
C 1.85 0.41 -0.54
C 0.75 -0.29 -1.31
O 0.90 -0.59 -2.48
C -0.49 -0.60 -0.60
C -1.53 -1.30 -1.24
N -2.53 -1.44 -0.36
C -2.20 -0.85 0.84
C -0.93 -0.31 0.72
C -0.22 0.43 1.80
H -0.85 0.49 2.68
H 0.71 -0.08 2.07
H 0.04 1.43 1.48
C -3.21 -0.93 1.89
O -4.28 -1.47 1.71
O -2.85 -0.36 3.05
C -3.82 -0.39 4.10
C -4.82 0.75 3.97
H -5.40 0.63 3.05
H -5.50 0.73 4.81
H -4.30 1.70 3.94
H -3.24 -0.30 5.02
H -4.33 -1.35 4.08
H -3.41 -1.90 -0.50
C -1.61 -1.84 -2.61
H -0.76 -2.50 -2.80
H -2.54 -2.38 -2.76
H -1.53 -1.03 -3.34
H 2.09 -0.19 0.34
H 1.47 1.37 -0.19
H 3.46 -0.35 -1.73
H 2.82 1.20 -2.27
H 4.40 0.78 0.31
H 3.85 2.33 -0.32
H 6.28 1.85 -0.72
H 5.82 0.49 -1.75
H 5.03 3.39 -2.25
H 4.68 2.03 -3.31
H 7.47 3.03 -2.59
H 7.12 1.66 -3.64
H 6.65 3.29 -4.13



5.
71
Properties=species:S:1:pos:R:3 method="wB97M-V/def2-TZVPD" max_force_ev_per_a=2.75 total_charge=-2 e_tot_ha=-4003.9733 spin_multiplicity=2 s_squared=0.770
O -16.24 -12.83 -2.39
V -16.97 -11.58 -3.01
O -14.02 -8.75 -1.61
C -14.92 -9.00 -2.62
O -15.72 -10.00 -2.40
O -14.92 -8.28 -3.58
H -14.27 -9.32 -0.86
O -19.72 -11.41 0.47
C -19.44 -11.03 -0.84
O -18.55 -11.61 -1.48
O -20.12 -10.06 -1.25
H -20.46 -10.77 0.52
O -18.38 -10.02 -3.56
C -18.70 -9.00 -4.52
O -19.62 -8.23 -4.15
O -18.07 -8.98 -5.58
H -18.99 -9.70 -2.85
O -14.28 -12.15 -6.32
C -15.22 -11.25 -5.83
O -15.92 -11.72 -4.88
O -15.23 -10.14 -6.32
H -13.65 -11.62 -6.80
O -14.59 -19.21 -1.64
P -15.75 -18.52 -2.25
N -17.07 -18.54 -1.21
C -18.43 -18.30 -1.66
C -16.82 -18.50 0.22
N -16.39 -19.08 -3.67
C -17.07 -20.36 -3.67
C -15.75 -18.80 -4.94
N -15.44 -16.93 -2.56
C -14.48 -16.22 -1.75
C -16.34 -16.08 -3.34
H -18.92 -17.56 -1.03
H -19.02 -19.23 -1.64
H -18.45 -17.93 -2.68
H -17.75 -18.74 0.75
H -16.48 -17.51 0.53
H -16.06 -19.23 0.50
H -16.36 -21.16 -3.92
H -17.47 -20.57 -2.68
H -17.85 -20.40 -4.44
H -15.40 -17.78 -5.03
H -14.86 -19.43 -5.12
H -16.39 -19.06 -5.79
H -14.82 -16.10 -0.71
H -13.50 -16.70 -1.69
H -14.34 -15.21 -2.13
H -16.86 -15.39 -2.67
H -17.01 -16.71 -3.94
H -15.78 -15.49 -4.07
C -16.35 -11.41 0.99
S -14.73 -11.12 1.70
O -14.21 -10.09 0.78
C -15.30 -10.30 3.19
H -16.22 -12.09 0.15
H -16.68 -10.42 0.67
H -17.14 -11.82 1.62
H -16.08 -9.55 3.08
H -14.43 -9.93 3.76
H -15.65 -11.05 3.91
C -18.34 -11.90 -6.37
S -19.14 -12.98 -5.19
O -18.32 -12.89 -3.96
C -20.58 -11.94 -4.84
H -19.07 -11.70 -7.17
H -17.46 -12.33 -6.82
H -18.15 -10.89 -5.97
H -20.16 -11.04 -4.40
H -21.13 -12.52 -4.10
H -21.21 -11.79 -5.71



6.
13
Properties=species:S:1:pos:R:3 method="wB97M-V/def2-TZVPD" max_force_ev_per_a=3.50 e_tot_ha=-286.4823
C -0.91 -1.21 0.11
C -0.10 0.01 0.43
C 1.19 0.17 -0.35
O 0.05 0.36 1.76
C -0.08 1.06 -0.55
N -0.27 2.04 -1.31
H -0.42 -2.05 0.59
H -1.93 -1.10 0.49
H -0.96 -1.38 -0.97
H 2.01 0.59 0.24
H 0.71 1.75 -1.56
H 1.49 -0.67 -0.99
H -0.83 0.47 2.13